(1)
Computed, not measured: 12 unconnected molecules or ions with the total composition C8H26ClNO17, with ωB97M-V with the def2-TZVPD basis set.

Element x y z (Å)
H (1.0260, -1.9520, 3.1874)
H (2.0587, 0.6433, -2.1189)
O (0.7276, -0.0251, -5.7120)
C (0.7354, 2.7653, 1.6670)
H (1.1747, -0.6993, -5.1776)
H (3.5617, 0.6024, -1.8134)
H (-4.2905, -3.0876, -4.6834)
O (2.9063, 0.3422, -2.4676)
C (-0.1060, 0.5713, 1.0156)
O (-0.0369, 0.5907, -1.3470)
H (-2.9841, 0.2218, 1.9344)
H (-0.7131, 2.4505, 0.1789)
O (-1.5792, -2.6773, -3.4291)
C (0.8429, -2.1097, 1.0943)
H (-3.9028, -0.7575, 2.6552)
H (1.3366, 0.1340, -6.4383)
H (2.5783, -1.1221, -3.6898)
H (-4.2677, 2.1340, 2.4011)
H (3.3613, 1.7564, 2.7772)
H (-1.0053, -2.3534, -2.7242)
O (-2.1122, -0.1122, -1.5532)
H (3.9596, -1.9632, -0.3521)
O (-4.6770, -2.5067, -4.0188)
O (4.0733, -1.8937, 0.6024)
H (-0.0877, 5.2241, 4.1369)
H (-2.4752, -2.4520, -3.1524)
O (0.4471, 3.9174, 2.2727)
H (1.6753, -2.3646, -3.7355)
H (0.5322, 6.2270, 5.1106)
O (-3.1396, -0.7247, 2.0701)
Cl (1.5276, -3.6586, 0.9764)
O (-3.6138, 1.6825, 1.8569)
H (4.0776, 0.7046, 3.6278)
C (-0.4653, 2.0143, 1.1478)
H (4.8776, -1.3786, 0.7268)
O (4.2388, 1.4412, 3.0315)
H (-3.9885, 1.6909, 0.9688)
C (0.7098, -1.4905, 2.2635)
H (1.2905, 4.3759, 2.4323)
H (-4.3224, -1.6370, -4.2323)
C (0.3829, -1.5097, -0.1921)
O (0.6752, 5.7981, 4.2621)
H (-2.3109, -3.1453, 0.1005)
O (-0.2717, 0.3569, 3.3413)
O (1.8664, 2.3657, 1.5116)
O (2.4389, -1.9587, -4.1623)
H (-2.3739, -2.5685, 1.5174)
O (0.3100, -2.1644, -1.2047)
C (0.0480, -0.0615, -0.1420)
H (-1.3247, 2.0979, 1.8076)
C (0.0910, -0.1607, 2.3058)
N (-1.2207, 0.2830, -2.1724)
O (-1.9046, -3.2159, 0.9694)

Orbital gap = 8.2 eV
SMILES = O=NOC1=C(CC(=O)O)C(=O)C=C(Cl)C1=O.O.O.O.O.O.O.O.O.O.O.O
Energy above the lowest of the compared OMol25 structures with the same formula, charge and spin = 0.000 eV
Highest occupied orbital energy = -10.11 eV



(2)
Computed, not measured: a molecular structure, C8H26FeO6, with ωB97M-V with the def2-TZVPD basis set.

Element x y z (Å)
H (-2.6143, 0.4040, 3.4523)
C (-1.4146, -2.4874, -0.8830)
H (0.0009, 1.8170, -3.2958)
O (-1.2254, -0.3320, 1.9677)
C (-2.8938, 1.6572, -1.4983)
C (-2.4783, 0.2027, 2.3897)
H (-1.6726, 2.2778, -3.7788)
H (1.5772, 2.0640, 3.6747)
H (-1.8839, -1.9114, -1.6805)
O (2.0662, -0.1582, -0.6325)
O (-0.1366, -1.9895, -0.6931)
C (-1.4223, 1.9952, -1.6741)
C (2.4787, -2.5586, 1.6156)
H (-2.0126, -2.4982, 0.0283)
C (-1.0625, 1.6892, -3.0936)
H (-1.3706, 3.0782, -1.5623)
H (2.1755, -3.5849, 1.8223)
H (0.9671, 2.3235, 1.4871)
H (2.9781, 2.2640, 2.6316)
H (2.9208, 0.1709, -0.3447)
H (-3.4557, 2.0655, -2.3383)
H (2.5624, -1.3221, -2.2312)
O (1.4054, -1.6299, 1.7317)
H (-2.7380, 1.1327, 1.8840)
H (-1.2631, 0.6331, -3.2742)
C (2.1158, 1.6285, 2.8331)
H (3.2731, -2.2819, 2.3089)
H (2.4329, 0.6686, 3.2408)
C (2.2338, -0.3078, -2.0046)
H (2.8920, -2.5031, 0.6085)
H (1.2631, -0.0961, -2.4531)
O (1.3561, 1.4633, 1.6614)
Fe (0.2446, -0.1588, 0.4715)
H (-3.0375, 0.5770, -1.4703)
H (0.4212, -2.7686, -0.6339)
H (2.8445, 0.4647, -2.4717)
H (-3.3298, -0.4344, 2.1506)
O (-0.5588, 1.4476, -0.7404)
H (-3.3879, 2.0785, -0.6228)
H (-1.2967, -3.5233, -1.2010)
H (1.0454, -1.5567, 2.6186)

Orbital gap (alpha / beta) = 7.1 / 7.0 eV
Energy above the lowest of the compared OMol25 structures with the same formula, charge and spin = 2.798 eV
Highest occupied orbital energy (alpha / beta) = -7.01 / -6.90 eV
⟨S²⟩ = 6.01
Multiplicity = 5



(3)
Computed, not measured: 4 unconnected molecules or ions with the total composition C8H26N2O5Si, with ωB97M-V with the def2-TZVPD basis set.

Element x y z (Å)
H (-3.1476, 2.6955, 1.8195)
O (-1.7441, -0.3772, 0.8320)
C (0.6443, -1.3087, -0.7594)
H (4.2489, -1.6549, 1.1357)
H (3.4684, -5.7294, -1.6603)
H (5.8498, -0.1550, 0.2636)
H (3.5966, -4.8824, -3.2108)
H (2.2339, -2.5665, -1.0914)
N (1.3180, -2.5897, -0.6523)
O (4.8259, -1.9670, 0.4327)
O (-6.3055, 1.0263, 2.1341)
H (0.3936, 4.0564, 0.4804)
C (4.0423, -4.9880, -2.2235)
C (-0.6494, 0.1038, 0.7172)
N (0.5195, -0.6329, 0.5511)
H (-1.1388, 4.7326, 1.0138)
H (-6.6938, 2.2233, 3.7181)
H (-2.4892, 1.4349, -2.0051)
C (-1.6260, 2.0784, -1.8236)
H (1.1828, -0.6399, -1.4413)
H (4.4007, -3.7508, -0.7297)
H (5.8997, -1.2555, -1.1270)
C (5.2674, -0.8582, -0.3367)
C (-3.1630, 2.5377, 0.7380)
H (-4.9914, 1.7508, 3.5878)
C (-6.0220, 1.4036, 3.4719)
Si (-1.4717, 2.5156, -0.0143)
H (-0.7352, 1.6193, -2.2601)
H (1.2947, 0.0018, 0.7022)
H (4.4310, -0.3274, -0.8004)
H (-0.6956, 4.7752, -0.7118)
O (4.0054, -3.7125, -1.6084)
H (-1.8028, 3.0182, -2.3571)
H (5.0660, -5.3528, -2.3441)
C (-0.6564, 4.1808, 0.2031)
H (-6.2004, 0.5849, 4.1744)
H (-0.3690, -1.4461, -1.1391)
H (0.8038, -3.2872, -1.1766)
H (-5.7168, 0.3033, 1.8970)
H (-3.7244, 1.6259, 0.5332)
O (-0.4285, 1.4428, 0.7727)
H (-3.7213, 3.3711, 0.2945)

Orbital gap = 10.1 eV
SMILES = C[Si](C)(C)OC(=O)NCN.CO.CO.CO
Highest occupied orbital energy = -9.57 eV



(4)
Computed, not measured: 5 unconnected molecules or ions with the total composition C8H26O5, with ωB97M-V with the def2-TZVPD basis set.

Element x y z (Å)
C (-0.2396, 2.5110, 4.2362)
O (-1.0345, -2.8663, 3.3623)
C (0.8734, 0.5893, -1.2928)
C (1.3492, 1.0579, 0.0778)
H (-0.4562, -1.7732, 1.7078)
H (0.3084, -2.2844, -3.6974)
H (-0.7900, -2.7476, -5.0239)
H (-1.4805, -0.5389, -3.0489)
H (2.0485, -1.9629, 2.3772)
O (-1.9512, 3.1992, 2.6473)
H (2.3303, 1.5250, 0.0275)
H (1.0870, -1.2844, 3.6455)
H (2.3410, 1.2008, -5.2180)
C (1.2246, -2.1939, 3.0555)
O (1.8977, 1.0542, -4.3788)
H (-0.1521, 1.8890, 5.1326)
H (0.1049, -3.4689, 1.7556)
H (-1.6855, 4.0893, 2.4125)
C (-1.6871, 2.9696, 4.0447)
C (-0.0644, -2.5648, 2.3498)
H (1.4972, -3.0075, 3.7245)
H (-2.4644, -1.1268, -4.3978)
H (-1.8399, 3.9385, 4.5393)
C (-0.4681, -1.9303, -4.3718)
H (-2.4870, 2.3535, 4.4500)
H (-0.0212, -1.0739, -6.1316)
H (0.3645, 3.4064, 4.3546)
H (0.0952, 1.8787, 3.4181)
H (0.5541, 1.5579, 0.6306)
H (-1.4835, -3.6884, 3.1623)
H (0.0482, -0.1269, -1.1799)
O (0.4427, 1.6494, -2.1011)
H (1.6972, -0.0181, -1.6942)
O (0.0792, -0.8916, -5.1972)
H (1.2500, 0.3343, -4.5478)
H (-2.1261, -2.1578, -2.9842)
H (1.0186, 1.7459, -2.8822)
H (1.5315, 0.1669, 0.7010)
C (-1.7123, -1.4105, -3.6648)

Orbital gap = 10.1 eV
SMILES = CCO.CCO.CCO.CCO.O
Energy above the lowest of the compared OMol25 structures with the same formula, charge and spin = 0.870 eV
Highest occupied orbital energy = -9.56 eV



(5)
Computed, not measured: a molecular structure, C8H27AgN5O6, with ωB97M-V with the def2-TZVPD basis set.

Element x y z (Å)
H (1.2114, 1.3233, -4.7281)
H (1.9996, -3.6382, -5.7342)
C (0.0835, -1.1170, -7.1661)
C (5.4409, 2.6570, -9.9179)
H (3.1372, -1.1509, -10.3241)
H (4.6966, 3.1945, -8.0448)
C (5.9906, -3.1595, -10.2374)
O (2.7787, 1.3630, -6.0544)
O (0.1472, -3.0045, -4.9629)
H (0.5851, -3.7937, -6.7310)
H (6.7409, -1.9049, -8.7648)
H (0.9853, -1.3817, -4.0406)
H (2.7044, -2.9016, -7.8173)
H (2.0361, -1.1325, -6.1726)
C (1.0857, -3.1131, -6.0368)
H (0.0964, 1.7099, -6.7639)
H (1.2276, 3.0612, -7.1630)
H (3.4910, 1.2500, -5.4133)
N (2.1595, -2.0522, -7.9762)
H (-0.0058, 3.1871, -5.9136)
H (6.7436, 3.6709, -8.6917)
C (1.7496, 2.0623, -5.3271)
Ag (3.2140, 0.3176, -8.4205)
O (2.1972, 1.6522, -10.1986)
H (1.6312, -2.9555, -3.4597)
H (3.5343, 2.6283, -9.2467)
C (1.3882, -1.7986, -6.7457)
N (6.0328, -2.0614, -9.4535)
H (1.2565, 1.8276, -10.0681)
H (-0.5227, -0.7245, -6.3505)
H (7.3950, 3.3127, -10.2520)
O (6.9125, -4.0034, -10.2162)
O (3.9367, -0.6749, -10.5842)
N (6.6596, 3.2212, -9.5811)
C (0.7412, -2.4284, -3.8245)
H (5.2890, -1.3664, -9.4694)
C (0.7221, 2.5076, -6.3722)
N (4.5145, 2.7210, -8.9081)
H (-0.4964, -1.8662, -7.7155)
H (0.2189, -0.3159, -7.8964)
N (4.8555, -3.2510, -10.9805)
H (1.5830, -2.3368, -8.7658)
H (4.7292, -4.0803, -11.5215)
H (2.1413, 2.9604, -4.8542)
H (4.4052, -2.3103, -11.0767)
H (0.0328, -2.4622, -2.9943)
O (5.2023, 2.2101, -11.0182)

Orbital gap = 5.9 eV
Energy above the lowest of the compared OMol25 structures with the same formula, charge and spin = 0.000 eV
Net charge = -1
Highest occupied orbital energy = -3.72 eV



no.,energy (eV)
1,-57535.2270
2,-55386.8957
3,-29814.1491
4,-18953.7762
5,-32468.5579